(1)
{
  "formula": "C4H7N2",
  "method": "wB97M-V/def2-TZVPD",
  "symbols": ["N", "N", "C", "C", "C", "C", "H", "H", "H", "H", "H", "H", "H"],
  "positions_angstrom": [[-0.2581, -0.0203, -0.0196], [1.8215, 0.6059, 0.2432], [0.5158, 1.0866, 0.2375], [0.4917, -1.0190, -0.4485], [1.8132, -0.5672, -0.1729], [-1.7103, -0.0367, 0.0220], [2.7034, -1.1269, -0.3878], [-2.0134, -1.0847, -0.1846], [0.2105, -2.0128, -0.5606], [0.2866, 1.9084, -0.3216], [-2.0846, 0.6770, -0.6456], [-1.9832, 0.2258, 1.0443], [0.2069, 1.3639, 1.1941]],
  "forces_ev_per_a": [[-1.871, -3.845, -3.349], [1.813, 2.920, 0.202], [1.110, -1.320, 2.147], [-0.752, 2.424, 2.629], [1.502, -1.666, -1.454], [0.427, -1.756, 1.391], [0.314, -0.243, 0.267], [-0.176, 0.951, -0.015], [-1.036, -1.422, -0.764], [-0.228, 2.249, -2.119], [-0.754, 0.844, -1.106], [-0.274, -0.027, -0.068], [-0.074, 0.893, 2.241]],
  "orbital_gap_ha": 0.366,
  "total_charge": 1,
  "lumo_ev": -5.94,
  "homo_ev": -15.91,
  "de_lowest_kcal_mol": 60.8,
  "smiles": "C[N+]1=CC=NC1"
}



(2)
{
  "formula": "C4H7N2",
  "method": "wB97M-V/def2-TZVPD",
  "symbols": ["N", "N", "C", "C", "C", "C", "H", "H", "H", "H", "H", "H", "H"],
  "positions_angstrom": [[0.2241, -0.2139, -0.4012], [-0.0462, 1.1322, 1.7449], [0.4476, -1.3580, 0.1358], [0.3726, 1.0753, 0.4051], [-0.5082, -0.3083, -1.4645], [-1.0439, -0.3342, -2.5564], [-1.5238, -0.6778, -3.4959], [0.3071, -2.4464, 0.1095], [1.0545, -1.3186, 1.0133], [1.4850, 1.1770, 0.3393], [-1.0126, 0.8335, 1.9791], [-0.3175, 1.8194, -0.1249], [0.5612, 0.6198, 2.3157]],
  "forces_ev_per_a": [[-0.713, -3.260, 2.484], [-1.132, -1.010, -0.505], [2.430, -0.356, 2.834], [-0.155, 2.499, -0.246], [-2.872, 1.089, -5.963], [0.205, -1.044, 0.684], [0.495, 0.846, 1.117], [-1.079, 0.522, -2.126], [0.423, 0.818, 0.972], [-1.071, 0.876, 0.010], [0.745, 0.631, -0.612], [1.679, -1.037, -0.029], [1.045, -0.572, 1.380]],
  "orbital_gap_ha": 0.330,
  "total_charge": 1,
  "lumo_ev": -5.95,
  "homo_ev": -14.94,
  "de_lowest_kcal_mol": 130.6,
  "smiles": "C#C[N+](=C)CN"
}



(3)
{
  "formula": "C4H7N2",
  "method": "wB97M-V/def2-TZVPD",
  "symbols": ["N", "N", "C", "C", "C", "C", "H", "H", "H", "H", "H", "H", "H"],
  "positions_angstrom": [[1.9775, -1.1010, 0.0860], [1.5363, 1.2341, -0.0225], [-0.3051, -0.3546, -0.0623], [1.0391, -0.0689, -0.0196], [-1.6128, -0.4977, -0.2096], [-2.6201, 0.3025, 0.2450], [2.5934, 1.2355, 0.0836], [-2.4120, 1.2703, 0.8116], [0.8765, 1.9096, -0.4487], [1.6482, -2.0813, 0.1723], [-1.9999, -1.2496, -0.9399], [-3.6918, 0.3692, -0.1376], [2.9707, -0.9680, 0.4416]],
  "forces_ev_per_a": [[-0.078, 0.140, 0.660], [-0.232, -2.500, -0.153], [1.535, 0.822, 0.164], [1.920, -0.405, 0.624], [-1.467, -1.548, -1.603], [-1.664, 3.558, 0.947], [-2.164, 1.020, -0.699], [0.069, -1.633, -0.444], [1.560, -0.103, 0.563], [0.234, 1.261, -0.070], [0.635, 0.235, 0.372], [1.688, -0.981, 0.352], [-2.035, 0.132, -0.712]],
  "orbital_gap_ha": [0.272, 0.259],
  "total_charge": 1,
  "lumo_ev": [-6.19, -6.03],
  "homo_ev": [-13.60, -13.08],
  "de_lowest_kcal_mol": 113.5
}



(4)
{
  "formula": "C4H7N2",
  "method": "wB97M-V/def2-TZVPD",
  "symbols": ["N", "N", "C", "C", "C", "C", "H", "H", "H", "H", "H", "H", "H"],
  "positions_angstrom": [[0.5931, 0.5955, 1.3585], [0.8611, -0.2211, -0.6025], [-1.5947, -0.6180, -1.3783], [-0.6907, 0.3827, 0.8333], [1.5239, 0.2550, 0.4344], [-0.5243, -0.1854, -0.4213], [1.2857, -0.4146, -1.4982], [-1.2372, -1.3525, -2.0346], [-1.8272, 0.1724, -2.0154], [-2.5182, -0.9609, -0.9715], [0.7002, 0.9961, 2.2894], [-1.4130, 0.0275, 1.6024], [2.5451, -0.0955, 0.5281]],
  "forces_ev_per_a": [[0.274, -0.124, -1.045], [-1.746, 0.271, -1.404], [1.318, 0.048, 0.635], [0.740, -2.282, 0.648], [-0.897, -0.769, 1.348], [-0.329, 0.824, 1.504], [0.203, -0.320, 0.076], [0.615, -1.384, -0.785], [-0.487, 1.685, -1.008], [-0.374, -0.193, 0.907], [0.543, -0.345, -0.376], [-0.105, 1.361, -0.986], [0.245, 1.229, 0.485]],
  "orbital_gap_ha": 0.385,
  "total_charge": 1,
  "lumo_ev": -3.87,
  "homo_ev": -14.34,
  "de_lowest_kcal_mol": 23.2,
  "smiles": "Cc1c[nH]c[nH+]1"
}



(5)
{
  "formula": "C4H7N2O",
  "method": "wB97M-V/def2-TZVPD",
  "symbols": ["O", "N", "N", "C", "C", "C", "C", "H", "H", "H", "H", "H", "H", "H"],
  "positions_angstrom": [[0.0100, -0.4352, -0.6817], [-1.5237, 1.5242, -1.4506], [-0.7120, 2.8165, -3.2612], [0.7918, -0.9789, 1.5146], [0.6625, -0.4705, 2.7545], [-1.3034, 2.2311, -2.4416], [-0.0553, -0.3899, 0.5061], [-0.0614, 0.3659, 2.8591], [-0.8765, 0.2081, 1.0150], [-0.9332, 0.5867, -1.2353], [1.3395, -0.5132, 3.5871], [-2.4643, 1.3058, -1.0298], [1.5454, -1.7768, 1.4083], [-0.4708, 2.9389, -4.2360]],
  "forces_ev_per_a": [[0.056, -0.057, -2.719], [-2.497, -3.076, 3.025], [-0.515, 0.382, -0.056], [1.162, -1.129, 1.645], [-0.735, 2.123, -1.122], [1.856, 0.627, -1.996], [-1.171, 0.479, 3.250], [0.233, -0.719, 0.173], [0.521, -0.199, -0.521], [0.683, 0.725, -0.327], [0.161, -0.907, 0.135], [0.974, 1.197, -0.919], [-0.463, 0.572, -0.782], [-0.265, -0.019, 0.215]],
  "orbital_gap_ha": 0.391,
  "total_charge": 1,
  "lumo_ev": -3.88,
  "homo_ev": -14.51,
  "de_lowest_kcal_mol": 65.6
}



(6)
{
  "formula": "C4H7N2O2",
  "method": "wB97M-V/def2-TZVPD",
  "symbols": ["O", "O", "N", "N", "C", "C", "C", "C", "H", "H", "H", "H", "H", "H", "H"],
  "positions_angstrom": [[-3.1346, -0.1778, 0.8572], [-1.6894, 0.5032, -0.7930], [-1.2212, 1.1400, 0.3963], [0.8240, -0.3529, 0.1134], [1.2702, 1.0619, 0.4078], [0.0386, 0.5451, 0.9202], [-2.2986, 0.3764, 0.2675], [0.3736, -1.1277, -1.0490], [-0.2787, -0.6680, -1.7578], [1.3463, 1.7714, -0.4259], [2.1309, 1.1004, 1.0224], [-0.0559, -2.0588, -0.8476], [1.3896, -0.9712, 0.6952], [-0.0360, 0.2566, 1.9164], [1.3412, -1.3987, -1.7230]],
  "forces_ev_per_a": [[-1.272, -0.555, 0.182], [0.849, -0.194, -7.180], [4.587, 2.953, 2.699], [0.611, -1.429, 0.174], [0.796, 0.759, -1.882], [-2.521, 1.445, -0.482], [-3.658, -2.347, 4.732], [3.837, 0.011, -4.053], [-0.099, 0.835, 0.094], [-0.608, -0.460, 0.203], [0.673, -0.180, 0.620], [-0.631, -1.256, 1.351], [-0.254, -0.051, -0.015], [-0.306, -0.245, 1.729], [-2.003, 0.714, 1.829]],
  "orbital_gap_ha": 0.418,
  "total_charge": 1,
  "lumo_ev": -3.79,
  "homo_ev": -15.16,
  "de_lowest_kcal_mol": 127.9,
  "smiles": "C[N@H+]1C[C@H]1N1OC1=O"
}



(7)
{
  "formula": "C4H7N2O2",
  "method": "wB97M-V/def2-TZVPD",
  "symbols": ["O", "O", "N", "N", "C", "C", "C", "C", "H", "H", "H", "H", "H", "H", "H"],
  "positions_angstrom": [[-1.1927, 1.2898, 0.3054], [-3.8241, -1.0635, -0.1622], [0.9607, 0.4959, 0.3448], [0.2229, 1.4864, 0.2550], [2.1918, 0.2826, -0.1330], [-2.8565, -0.4094, 0.0804], [-1.5936, 0.0275, 0.1991], [-0.6370, -1.1828, 0.0273], [2.3181, -0.6193, -0.7215], [3.0196, 0.2442, 0.5623], [-0.2170, -0.9198, -0.9284], [2.3585, 1.1934, -0.7282], [-1.0345, -2.1302, -0.0125], [0.2220, 2.5556, -0.0041], [0.0617, -1.2504, 0.9157]],
  "forces_ev_per_a": [[2.530, 2.553, 0.237], [2.940, 2.480, 1.037], [-4.732, 3.309, 1.971], [-1.102, -1.034, -0.330], [3.680, 2.574, -2.139], [-2.069, -1.431, -0.776], [-1.715, -4.477, 0.351], [1.084, 1.925, 1.370], [-0.688, -0.354, -0.107], [-0.136, 0.002, 0.873], [1.007, -0.938, -0.295], [1.127, -0.581, -0.548], [-1.988, -1.793, -0.425], [0.996, -2.012, 0.321], [-0.934, -0.222, -1.540]],
  "orbital_gap_ha": [0.230, 0.225],
  "total_charge": 1,
  "lumo_ev": [-6.42, -6.51],
  "homo_ev": [-12.68, -12.62],
  "de_lowest_kcal_mol": 182.3,
  "smiles": "C/N=[NH+]/OC(C)=C=O"
}



(8)
{
  "formula": "C4H7N2O6S",
  "method": "wB97M-V/def2-TZVPD",
  "symbols": ["S", "O", "O", "O", "O", "O", "O", "N", "N", "C", "C", "C", "C", "H", "H", "H", "H", "H", "H", "H"],
  "positions_angstrom": [[1.1979, -3.1937, 1.8119], [0.5914, -1.7085, 0.8381], [0.4402, 2.8631, 0.8024], [1.8115, 1.8362, 2.0972], [0.1948, -4.0689, 1.3157], [2.4920, -3.3922, 1.2738], [1.0829, -2.7599, 3.1716], [0.9312, 1.8816, 1.2708], [1.0071, -0.4696, 1.1599], [-0.2768, 0.7013, -1.4088], [0.3257, 0.6145, 0.8763], [-0.8279, 0.6926, -0.0019], [-1.4388, 1.0300, -2.4551], [-1.5689, -0.2156, 0.1448], [-2.4447, 0.9370, -1.9919], [-1.3489, 0.4147, -3.3097], [-1.4218, 1.5749, 0.0754], [0.2977, -0.2955, -1.5770], [-1.4548, 2.0006, -2.8127], [0.4101, 1.5572, -1.2808]],
  "forces_ev_per_a": [[-0.538, 1.313, -0.091], [-0.923, 1.547, -0.221], [-0.522, 2.079, -0.837], [0.521, 0.669, 0.109], [-0.927, -0.576, -0.218], [1.467, 0.021, -0.269], [0.050, 0.157, 0.122], [0.632, -2.487, 1.438], [0.270, 0.948, 1.085], [-0.222, -0.269, -0.906], [0.691, -3.664, 0.301], [-2.455, -2.587, -0.492], [0.462, -1.605, 2.243], [1.643, 1.560, -0.038], [0.603, -0.512, -0.184], [-0.164, -0.898, -0.864], [-0.286, 0.684, 0.603], [-1.011, 1.867, -0.090], [0.548, 2.229, -0.526], [0.160, -0.477, -1.168]],
  "orbital_gap_ha": [0.330, 0.330],
  "total_charge": -1,
  "lumo_ev": [2.84, 2.84],
  "homo_ev": [-6.13, -6.13],
  "de_lowest_kcal_mol": 128.2,
  "smiles": "CCC/C(=N\\OS(=O)(=O)[O-])[N+](=O)[O-]"
}